<1>
# C17H19NO4

C17H19NO4 in the gas phase (the ωB97M-V functional and the def2-TZVPD basis, the Open Molecules 2025 dataset).

Structure (ORCA input):
```
! wB97M-V def2-TZVPD RIJCOSX def2/J DEFGRID3
* xyz 0 1
C 2.834 4.651 2.614
H 1.918 4.335 3.123
O 3.785 3.615 2.571
C 3.469 2.464 1.921
C 2.262 2.221 1.272
C 2.053 1.012 0.630
C 3.031 0.026 0.630
C 4.226 0.263 1.307
C 4.449 1.468 1.934
H 5.373 1.668 2.452
H 4.973 -0.515 1.329
C 2.803 -1.300 -0.008
O 3.186 -2.345 0.479
N 2.165 -1.240 -1.208
H 1.846 -0.342 -1.538
C 1.565 -2.405 -1.808
C 0.049 -2.220 -1.919
O -0.418 -1.867 -0.637
C -1.713 -1.480 -0.480
C -2.060 -1.039 0.800
C -3.347 -0.619 1.049
C -4.310 -0.620 0.051
C -3.968 -1.059 -1.220
C -2.666 -1.491 -1.483
H -2.450 -1.832 -2.483
O -4.817 -1.111 -2.286
C -6.149 -0.699 -2.103
H -6.633 -0.828 -3.070
H -6.661 -1.315 -1.357
H -6.208 0.354 -1.807
H -5.308 -0.283 0.278
H -3.615 -0.280 2.039
H -1.305 -1.041 1.568
H -0.420 -3.149 -2.269
H -0.177 -1.418 -2.638
H 1.982 -2.593 -2.803
H 1.800 -3.244 -1.149
H 1.095 0.832 0.163
H 1.476 2.960 1.264
H 3.300 5.455 3.181
H 2.587 5.013 1.611
*
```

## Properties
highest occupied orbital energy: -0.3097 Ha
LUMO: 0.7 eV
molar mass: 301.3 g mol⁻¹
Kohn-Sham gap: 9.12 eV
SMILES: COc1ccc(C(=O)NCCOc2cccc(OC)c2)cc1

---

<2>
# C17H19NO4

C17H19NO4 in the gas phase (the ωB97M-V functional and the def2-TZVPD basis, the Open Molecules 2025 dataset).

Structure (ORCA input):
```
! wB97M-V def2-TZVPD RIJCOSX def2/J DEFGRID3
* xyz 0 1
C -6.501 1.506 0.135
C -5.229 0.753 -0.019
C -4.087 1.025 -0.699
C -3.211 -0.082 -0.472
C -3.902 -0.952 0.343
O -5.112 -0.446 0.613
C -3.538 -2.265 0.927
H -4.327 -2.593 1.599
H -2.597 -2.191 1.469
H -3.403 -3.005 0.140
C -1.866 -0.211 -1.010
O -1.318 0.627 -1.698
O -1.289 -1.370 -0.661
C 0.016 -1.648 -1.162
H 0.095 -1.307 -2.200
H 0.128 -2.731 -1.101
C 1.119 -0.986 -0.309
O 1.816 -1.632 0.442
N 1.212 0.336 -0.514
H 0.513 0.778 -1.102
C 2.134 1.190 0.231
C 3.540 0.640 0.091
C 4.041 0.470 -1.196
C 5.311 -0.033 -1.403
C 6.105 -0.371 -0.320
C 5.617 -0.202 0.962
C 4.342 0.299 1.169
H 3.981 0.410 2.178
H 6.229 -0.467 1.812
H 7.098 -0.766 -0.477
H 5.681 -0.162 -2.409
H 3.422 0.731 -2.044
C 1.647 1.351 1.670
H 1.645 0.385 2.168
H 2.285 2.042 2.214
H 0.632 1.744 1.666
H 2.104 2.168 -0.265
H -3.865 1.886 -1.294
H -6.442 2.437 -0.420
H -7.338 0.918 -0.239
H -6.687 1.725 1.185
*
```

## Properties
highest occupied orbital energy: -0.3188 Ha
LUMO: 0.7 eV
molar mass: 301.3 g mol⁻¹
Kohn-Sham gap: 9.36 eV
SMILES: Cc1cc(C(=O)OCC(=O)N[C@@H](C)c2ccccc2)c(C)o1

---

Most stable to least stable, the ends of the list are <2> and <1>.

---

<1>
# C4H11N2O2

A gas-phase ion, C4H11N2O2 (charge +1) (the ωB97M-V functional and the def2-TZVPD basis, the Open Molecules 2025 dataset).

Structure (ORCA input):
```
! wB97M-V def2-TZVPD RIJCOSX def2/J DEFGRID3
* xyz 1 1
C -1.258 -0.516 -0.237
O -2.024 -0.938 -1.395
C 0.095 -0.172 -0.808
C 1.186 0.237 0.194
C 0.671 0.348 1.636
N 1.197 -0.425 2.594
O -0.296 1.055 1.844
N -0.190 0.932 -1.853
H -1.893 0.199 0.283
H -1.225 -1.286 0.519
H -2.665 -1.606 -1.148
H 0.518 -0.912 -1.463
H 2.012 -0.510 0.044
H 1.769 1.107 -0.130
H 0.671 -0.415 3.460
H 2.138 -0.732 2.785
H -1.041 0.680 -2.367
H 0.655 1.051 -2.416
H -0.321 1.901 -1.541
*
```

## Properties
highest occupied orbital energy: -0.5046 Ha
LUMO: -3.3 eV
molar mass: 119.1 g mol⁻¹
Kohn-Sham gap: 10.41 eV
SMILES: NC(=O)C[C@H]([NH3+])CO

---

<2>
# C4H11N2O2

A gas-phase ion, C4H11N2O2 (charge +1) (the ωB97M-V functional and the def2-TZVPD basis, the Open Molecules 2025 dataset).

Structure (ORCA input):
```
! wB97M-V def2-TZVPD RIJCOSX def2/J DEFGRID3
* xyz 1 1
O -1.117 -2.468 0.850
C -0.413 -1.530 0.811
O -0.210 -0.737 1.960
C 0.456 -0.983 -0.324
C -0.278 0.158 -1.027
C 0.163 1.590 -0.642
N -0.193 1.963 0.812
N 0.830 -2.041 -1.299
H -1.052 -0.794 2.445
H 1.402 -0.596 0.068
H -0.048 0.200 -2.094
H -1.367 0.126 -0.973
H -0.214 2.459 -1.181
H 1.248 1.677 -0.646
H 0.268 2.817 1.119
H 0.142 1.190 1.408
H -1.188 2.171 0.893
H 1.566 -2.556 -0.830
H 0.005 -2.648 -1.351
*
```

## Properties
highest occupied orbital energy: -0.5031 Ha
LUMO: -3.7 eV
molar mass: 119.1 g mol⁻¹
Kohn-Sham gap: 9.99 eV
SMILES: N[C@@H](CC[NH3+])C(=O)O

---

Most stable to least stable, the ends of the list are <2> and <1>.

---

<1>
# C22H25FN2O2

C22H25FN2O2 in the gas phase (the ωB97M-V functional and the def2-TZVPD basis, the Open Molecules 2025 dataset).

Structure (ORCA input):
```
! wB97M-V def2-TZVPD RIJCOSX def2/J DEFGRID3
* xyz 0 1
C -4.982 -0.163 -1.609
C -4.619 0.870 -0.543
C -3.829 0.234 0.589
O -4.295 0.192 1.709
C -2.511 -0.337 0.252
C -1.788 0.128 -0.846
C -0.534 -0.347 -1.140
C 0.093 -1.349 -0.384
C -0.673 -1.831 0.691
C -1.919 -1.345 1.037
C -2.613 -1.929 2.225
H -2.100 -2.822 2.572
H -3.646 -2.174 1.991
H -2.639 -1.199 3.032
H -0.272 -2.641 1.280
N 1.323 -1.892 -0.645
C 2.118 -1.536 -1.795
H 1.489 -1.298 -2.649
H 2.716 -2.411 -2.066
C 3.025 -0.344 -1.448
N 3.553 -0.543 -0.113
C 3.825 0.429 0.792
O 4.243 0.162 1.903
C 3.553 1.859 0.359
C 2.069 2.135 0.386
C 1.459 2.883 -0.613
C 0.104 3.162 -0.554
C -0.659 2.688 0.498
C -0.062 1.930 1.491
C 1.292 1.658 1.437
H 1.760 1.080 2.221
H -0.656 1.551 2.310
H -1.714 2.909 0.552
H -0.353 3.751 -1.336
H 2.048 3.258 -1.439
H 3.973 2.064 -0.626
H 4.047 2.506 1.088
C 3.581 -1.923 0.318
H 4.166 -2.517 -0.390
C 2.134 -2.434 0.435
H 1.729 -2.097 1.391
H 2.121 -3.532 0.410
H 4.069 -1.958 1.293
H 3.843 -0.267 -2.176
H 2.431 0.570 -1.484
F 0.082 0.242 -2.207
H -2.167 0.913 -1.479
H -4.052 1.688 -0.988
H -5.531 1.286 -0.109
H -5.569 -0.966 -1.169
H -4.090 -0.595 -2.055
H -5.574 0.303 -2.394
*
```

## Properties
highest occupied orbital energy: -0.2940 Ha
LUMO: 0.6 eV
molar mass: 368.5 g mol⁻¹
Kohn-Sham gap: 8.58 eV
SMILES: CCC(=O)c1cc(F)c(N2CCN(C(=O)Cc3ccccc3)CC2)cc1C

---

<2>
# C22H25FN2O2

C22H25FN2O2 in the gas phase (the ωB97M-V functional and the def2-TZVPD basis, the Open Molecules 2025 dataset).

Structure (ORCA input):
```
! wB97M-V def2-TZVPD RIJCOSX def2/J DEFGRID3
* xyz 0 1
C 4.890 0.135 -2.056
C 3.947 0.607 -1.184
C 2.637 0.276 -1.301
C 1.581 0.584 -0.396
C 1.887 1.322 0.495
C 3.121 1.850 0.793
C 4.039 1.369 0.009
H 5.128 1.861 -0.188
H 3.404 2.646 1.434
C 0.859 1.920 1.621
N -0.482 2.501 0.984
C -1.682 1.758 1.109
O -1.686 0.680 2.004
C -2.755 2.118 0.360
C -3.584 0.736 -0.060
N -2.910 -0.193 -0.655
C -1.924 0.053 -1.680
O -1.426 -0.649 -2.361
C -1.569 1.807 -1.976
C -2.507 2.702 -0.918
H -2.010 3.610 -1.031
H -3.557 2.959 -1.359
H -0.604 1.929 -1.692
H -1.905 1.969 -2.795
C -3.177 -1.396 -0.897
H -2.747 -2.031 -1.580
H -4.254 -1.839 -0.591
C -2.495 -2.075 0.535
C -1.119 -2.419 0.562
C -0.176 -1.829 1.464
C 1.169 -1.842 1.237
C 1.705 -2.714 0.146
C 0.934 -3.236 -0.643
C -0.491 -3.258 -0.595
H -1.135 -3.668 -1.305
H 1.371 -3.651 -1.432
H 2.836 -2.781 0.050
F 1.955 -1.351 2.480
H -0.639 -1.148 2.208
H -3.097 -3.099 0.767
H -2.682 -1.738 1.625
H -4.680 1.070 -0.154
H -3.860 0.212 1.053
H -3.447 2.569 0.944
H -0.460 3.013 0.129
H 0.745 1.107 2.333
H 1.270 2.727 2.229
H 0.648 0.095 -0.412
H 2.211 -0.409 -2.159
H 5.368 -0.512 -1.597
H 4.409 -0.308 -3.044
H 5.474 1.007 -2.544
*
```

## Properties
highest occupied orbital energy: -0.2867 Ha
LUMO: 0.6 eV
molar mass: 368.5 g mol⁻¹
Kohn-Sham gap: 8.35 eV
SMILES: Cc1ccc(CNC(=O)[C@H]2CCC(=O)N(CCc3cccc(F)c3)C2)cc1

---

Most stable to least stable, the ends of the list are <1> and <2>.

---

<1>
# CH4NOP

CH4NOP in the gas phase (the ωB97M-V functional and the def2-TZVPD basis, the Open Molecules 2025 dataset).

Structure (ORCA input):
```
! wB97M-V def2-TZVPD RIJCOSX def2/J DEFGRID3
* xyz 0 1
C -1.617 -0.468 -0.752
N -0.505 -0.785 -0.250
O 0.411 0.411 0.117
P 1.923 0.009 0.500
H -2.313 -1.256 -0.792
H -2.078 0.607 -0.950
H 1.664 0.193 1.950
H 2.515 1.289 0.178
*
```

## Properties
highest occupied orbital energy: -0.3350 Ha
LUMO: 1.1 eV
molar mass: 77.0 g mol⁻¹
Kohn-Sham gap: 10.21 eV
SMILES: C=NOP

---

<2>
# CH4NOP

CH4NOP in the gas phase (the ωB97M-V functional and the def2-TZVPD basis, the Open Molecules 2025 dataset).

Structure (ORCA input):
```
! wB97M-V def2-TZVPD RIJCOSX def2/J DEFGRID3
* xyz 0 1
C -0.587 0.239 0.447
N -1.138 1.260 0.935
O 1.077 -0.826 -1.189
P 1.247 0.090 0.167
H -1.132 -0.627 -0.134
H -2.112 1.296 0.888
H 1.199 -0.279 -1.888
H 1.445 -1.155 0.774
*
```

## Properties
highest occupied orbital energy: -0.3415 Ha
LUMO: 0.5 eV
molar mass: 77.0 g mol⁻¹
Kohn-Sham gap: 9.84 eV
SMILES: [H]/N=C/PO

---

Most stable to least stable, the ends of the list are <2> and <1>.

---

<1>
# C9H13N2

A gas-phase ion, C9H13N2 (charge +1) (the ωB97M-V functional and the def2-TZVPD basis, the Open Molecules 2025 dataset).

Structure (ORCA input):
```
! wB97M-V def2-TZVPD RIJCOSX def2/J DEFGRID3
* xyz 1 1
C -1.641 -0.243 0.222
C -2.191 0.798 -0.304
C -3.038 1.492 -0.949
C 0.905 -0.871 -1.278
C 0.304 0.960 1.547
C 0.624 1.084 0.031
C 1.648 0.061 -0.346
C -2.479 -1.478 0.468
C 3.133 0.164 -0.169
N 0.776 -0.994 0.203
N -0.235 -0.003 0.512
H -3.157 1.471 -2.077
H -3.825 2.244 -0.544
H 0.046 -0.636 -1.886
H 1.615 -1.571 -1.729
H 0.900 0.450 2.230
H -0.604 1.478 1.868
H 0.225 1.930 -0.630
H -3.205 -1.302 1.151
H -1.909 -2.335 0.581
H -2.940 -1.523 -0.506
H 3.614 0.611 -1.018
H 3.607 -0.815 -0.222
H 3.481 0.594 0.720
*
```

## Properties
highest occupied orbital energy: -0.5027 Ha
LUMO: -2.5 eV
molar mass: 149.2 g mol⁻¹
Kohn-Sham gap: 11.13 eV
SMILES: C=C=C(C)[N@+]12C[C@H]1[C@]1(C)CN12

---

<2>
# C9H13N2

A gas-phase ion, C9H13N2 (charge +1) (the ωB97M-V functional and the def2-TZVPD basis, the Open Molecules 2025 dataset).

Structure (ORCA input):
```
! wB97M-V def2-TZVPD RIJCOSX def2/J DEFGRID3
* xyz 1 1
C -0.725 -1.049 -0.447
C 0.607 -1.296 -0.107
C -1.139 1.091 0.057
C 1.170 1.042 -0.334
C -2.175 -1.276 -0.657
C -1.520 0.075 -0.968
C 1.120 -2.522 0.590
C -2.078 1.589 1.076
C 2.368 1.956 -0.466
N 0.042 1.561 -0.019
N 1.516 -0.226 -0.107
H -2.516 -2.033 -1.384
H -2.789 -1.342 0.219
H -1.304 0.433 -2.016
H 1.114 -3.533 0.126
H 0.383 -2.738 1.309
H 2.113 -2.426 1.062
H -1.469 2.404 1.680
H -2.532 0.677 1.507
H -2.959 2.077 0.623
H 2.993 1.783 0.433
H 2.137 2.872 -0.809
H 3.239 1.482 -1.042
H 2.405 -0.599 -0.326
*
```

## Properties
highest occupied orbital energy: -0.4789 Ha
LUMO: -4.2 eV
molar mass: 149.2 g mol⁻¹
Kohn-Sham gap: 8.87 eV
SMILES: CC1=NC(C)=[NH+]C(C)=C2C[C@@H]12

---

Most stable to least stable, the ends of the list are <2> and <1>.

---

<1>
# C2H4ClP

2 unconnected molecules or ions with the total composition C2H4ClP (the ωB97M-V functional and the def2-TZVPD basis, the Open Molecules 2025 dataset).

Structure (ORCA input):
```
! wB97M-V def2-TZVPD RIJCOSX def2/J DEFGRID3
* xyz 0 1
C -0.079 0.303 0.096
C 0.379 0.755 -1.056
P 4.608 0.604 -0.493
Cl 4.720 -1.151 0.522
H -0.221 -0.774 0.324
H -0.510 0.871 0.799
H 0.350 1.818 -1.357
H 0.810 0.091 -1.758
*
```

## Properties
highest occupied orbital energy (alpha / beta): -0.3101 / -0.3096 Ha
LUMO (alpha / beta): -1.4 / -1.4 eV
molar mass: 94.5 g mol⁻¹
Kohn-Sham gap (alpha / beta): 7.08 / 7.04 eV

---

<2>
# C2H4ClP

2 unconnected molecules or ions with the total composition C2H4ClP (the ωB97M-V functional and the def2-TZVPD basis, the Open Molecules 2025 dataset).

Structure (ORCA input):
```
! wB97M-V def2-TZVPD RIJCOSX def2/J DEFGRID3
* xyz 0 1
C 0.456 -0.729 0.837
C 1.238 -0.818 -0.362
P -0.163 -0.611 2.251
Cl -3.400 3.442 1.616
H -2.614 2.704 0.686
H 1.702 -0.016 -0.842
H 0.459 -1.131 -1.153
H 1.930 -1.527 -0.174
*
```

## Properties
highest occupied orbital energy: -0.3508 Ha
LUMO: 0.5 eV
molar mass: 94.5 g mol⁻¹
Kohn-Sham gap: 10.07 eV
SMILES: CC#P.Cl

---

Most stable to least stable, the ends of the list are <2> and <1>.